# 1
25
Properties=species:S:1:pos:R:3:forces:R:3 method="wB97M-V/def2-TZVPD" mol_weight_g_mol=244.6 e_above_lowest_ev=0.000 multiplicity=1 orbital_gap_ev=9.08 smiles="CN1C(=O)c2ccccc2N(C)[P@]1(=O)Cl" energy_ev=-38383.1418 lumo_energy_ev=0.376
C -0.6827 0.3293 -0.3219 0.76 1.40 0.28
C 2.8855 -1.9209 0.4884 0.87 -1.21 0.64
H 3.0429 -2.9734 0.1769 -0.44 0.88 -0.47
N 1.6880 -1.2466 0.0258 1.87 0.80 0.03
C -3.0054 0.3579 -0.7176 -2.00 -1.42 0.37
H -3.9441 0.8958 -0.6512 -0.11 0.02 -0.48
H -0.3209 2.7418 1.0427 -3.30 0.38 2.01
H -1.7638 -2.7498 -0.9263 0.09 -1.84 -0.46
C -0.6850 -1.0670 -0.4299 0.44 2.15 -0.27
O 0.3639 -3.0185 0.2420 0.40 1.24 -0.12
H 1.3152 2.5915 1.2068 1.78 0.23 1.00
H 3.6749 -1.2310 0.2064 0.63 -0.86 -0.15
C 0.5166 2.4839 0.5582 0.84 -2.70 -3.11
C -1.8744 1.0649 -0.4965 1.40 -1.85 0.34
C 0.4902 -1.8114 -0.0295 -1.68 -4.06 0.08
C -1.8336 -1.7176 -0.8537 -0.79 1.00 1.43
Cl 2.4452 0.4016 -2.2792 0.01 0.19 0.67
O 3.1364 0.7843 0.6092 1.56 1.41 0.57
P 2.0972 0.3243 -0.2626 -5.36 1.05 -0.48
H 2.9557 -1.9523 1.5749 -0.41 0.11 0.16
H -3.8237 -1.5285 -1.3599 -2.60 -1.24 -0.56
H -1.8119 2.1019 -0.3543 -0.42 1.22 0.00
H 0.5461 3.1156 -0.2865 0.54 1.11 -0.87
N 0.4876 1.0693 0.0385 2.30 -1.30 -0.20
C -3.0602 -1.0826 -0.8582 3.61 3.26 -0.42

# 2
9
Properties=species:S:1:pos:R:3:forces:R:3 method="wB97M-V/def2-TZVPD" mol_weight_g_mol=96.1 e_above_lowest_ev=1.050 multiplicity=1 orbital_gap_ev=11.99 smiles="CS(=O)(=O)O" energy_ev=-18078.7975 lumo_energy_ev=0.502
C 1.3292 0.8095 0.3194 -0.63 2.73 0.71
O 0.5062 -1.2178 -0.7887 -0.75 -1.81 -1.53
H -1.9205 0.7979 -0.5301 1.59 0.14 -0.27
H 1.7131 1.3674 -0.5506 -0.38 -0.67 0.03
O -0.9535 0.9435 -0.7633 -1.03 -1.44 -0.07
O -0.7881 -0.4185 1.2393 0.59 -0.64 -1.55
H 1.0295 1.6137 1.0600 0.39 -1.14 -0.64
H 2.0859 0.1716 0.7028 0.63 -0.51 0.45
S -0.0625 -0.2040 -0.0061 -0.39 3.33 2.87

# 3
152
Properties=species:S:1:pos:R:3:forces:R:3 method="wB97M-V/def2-TZVPD" mol_weight_g_mol=1404.9 multiplicity=1 orbital_gap_ev="3.37 / 5.12" total_charge=-2 energy_ev=-194909.1827 lumo_energy_ev="3.404 / 3.400"
C -3.3251 -1.8978 1.2206 -0.60 -0.09 0.00
C 3.7133 1.8925 -1.7116 -0.13 0.33 0.93
C 2.0684 -4.1312 -6.1332 -0.10 -0.08 0.29
C 2.3979 1.2175 -3.3789 -0.14 -0.27 -0.21
C 1.5972 -5.0217 0.9435 0.09 -0.03 0.08
C 1.6741 7.7223 -1.2541 0.12 0.23 0.04
P 0.2063 -4.8190 -4.1200 0.39 0.36 0.16
H 9.4336 2.8896 1.5612 -0.10 -0.01 -0.12
N -0.7006 1.4813 3.5676 0.28 -0.28 0.10
C 3.0874 -0.0085 2.6436 0.19 -0.26 0.65
H 7.2422 2.1838 0.7301 -0.07 0.03 -0.08
C 3.4097 -5.7099 -7.3500 -0.03 -0.06 0.02
C 0.5344 5.6888 -1.8954 -0.03 -0.40 -0.22
C 3.2101 4.0001 -6.8039 0.08 0.00 -0.09
C -2.5239 2.9748 0.9878 -0.81 0.49 0.19
H -0.6312 6.8869 1.0618 -0.03 -0.02 0.03
C -4.2232 -1.4402 0.1792 0.24 -0.38 0.56
H 3.3831 -3.6041 -7.7311 0.02 0.06 -0.01
H -1.0304 -8.6334 -1.2794 -0.04 -0.01 0.03
C -2.1472 -1.7192 -3.3356 0.16 -0.09 -0.01
N 3.5544 1.6444 -3.0172 0.20 -0.04 -1.19
C -4.5004 4.2890 1.5459 -0.01 -0.02 0.04
C 7.1676 0.9232 3.8575 -0.09 0.02 -0.14
H 8.8056 1.1931 5.2122 -0.10 -0.11 0.05
N 0.9639 -1.0596 3.0089 0.10 0.19 -0.20
H -0.0820 3.8316 -6.0704 -0.08 -0.03 -0.06
H 0.6709 -6.1723 2.4958 0.00 -0.01 0.06
H -0.1109 0.7931 3.1013 0.07 -0.01 0.19
H -0.9870 1.2552 4.5047 0.07 -0.10 -0.05
C -3.5149 3.2519 -4.8008 -0.17 -0.13 -0.16
H -1.6105 -5.4330 1.9005 -0.08 0.02 0.05
H 2.0671 6.6336 -3.0477 0.10 0.00 -0.06
H -5.4878 -4.1996 2.6083 -0.04 -0.02 0.07
C 2.9894 -4.4088 -7.1252 0.17 0.02 -0.19
H 3.2218 4.4357 -3.4572 0.12 -0.06 0.07
C 4.3807 0.2886 3.0567 0.38 0.17 -0.28
H -5.5576 5.0673 -0.1360 -0.05 0.06 -0.03
N 1.8595 0.5280 -1.2290 0.45 -0.37 0.53
C 0.1069 -3.8120 -0.5229 -0.01 0.11 0.13
H 0.4169 0.7507 -2.7134 -0.14 0.03 0.02
N 1.6702 -1.7720 5.6182 0.31 0.13 -0.09
C 8.7596 2.3224 2.1973 0.22 0.05 0.10
C -4.1870 4.4563 -4.6723 -0.12 0.04 0.02
C -2.2687 5.3812 -3.5716 0.26 0.20 0.06
C 0.5869 -6.1490 -2.9213 0.03 -0.04 0.07
N 2.6338 0.2639 1.4104 -0.51 0.11 -0.66
C -0.0342 6.8356 0.1599 -0.09 0.10 0.22
H 1.5354 -7.2720 -5.0134 0.03 -0.04 0.02
H 2.6024 -5.2961 1.2315 0.08 0.00 0.01
H -1.5203 -0.8393 -3.4097 -0.06 0.10 0.04
S -2.9382 3.0290 3.5410 0.31 -0.18 -0.32
H 1.0880 8.6105 0.6092 -0.01 0.02 0.00
C -0.9680 -4.2364 0.2547 0.02 0.11 -0.09
H -0.1147 -2.8026 5.6672 -0.16 -0.06 -0.08
C 0.1800 -1.8199 3.7611 -0.14 -0.26 0.39
C 0.5230 -2.1871 5.0473 -0.28 -0.12 -0.02
C -0.4477 -6.9818 -2.5079 0.10 0.23 -0.21
H -3.1861 -3.3411 2.8184 0.06 0.01 0.07
P -0.0371 -2.5581 -1.8420 0.03 -0.56 -0.80
H 3.1802 -7.7592 -6.7652 0.01 -0.05 0.00
H 3.3878 -0.7423 5.3273 0.08 0.05 -0.12
C 5.3088 0.8322 2.1574 -0.32 -0.34 0.75
H -4.0899 6.4555 -3.9086 0.00 0.05 -0.01
C -2.2239 3.1215 -4.3187 0.19 -0.13 -0.03
C 1.8464 3.8523 -6.9940 0.01 -0.02 -0.26
H 1.4609 3.6468 -7.9871 -0.04 0.04 0.03
C 0.9835 3.9450 -5.9145 -0.29 -0.05 0.06
C 0.9445 -3.3405 -3.2389 -0.20 -0.11 -0.08
C 8.4137 1.3818 4.2169 0.05 -0.04 0.14
H -5.1849 4.6972 2.2753 -0.05 0.05 0.06
H -5.1961 4.5640 -5.0507 -0.02 -0.02 0.01
H -1.7081 2.1739 -4.4159 -0.03 -0.11 -0.01
C 6.6504 1.2012 2.5734 0.08 0.09 0.14
C 0.5149 -5.5029 1.6607 0.00 0.00 0.04
C 3.5058 0.7529 0.5191 0.92 -0.11 0.91
Rb -0.2553 -0.1796 0.2680 0.51 0.41 0.52
H -1.7823 6.2144 -3.0812 -0.04 0.09 0.04
C 2.1639 -0.7047 3.5299 0.13 0.14 -0.43
C 2.8753 -6.7366 -6.5842 0.17 -0.04 -0.23
C -3.8428 3.9397 -0.7517 0.01 0.00 -0.07
H 2.2782 0.7401 -4.3406 -0.10 0.00 -0.29
N -1.5150 2.2265 1.5149 0.83 -0.57 -0.46
H -1.4381 -6.8308 -2.9160 -0.09 0.03 0.00
H 3.8937 3.9146 -7.6407 -0.02 0.01 -0.02
C -5.5357 -1.9257 0.1112 0.09 -0.06 0.09
C 1.0336 2.6682 -1.8703 -0.86 -0.04 -0.11
C 2.1024 -7.3888 -1.5224 0.19 -0.12 0.05
O -2.1790 -1.4492 1.4006 0.09 -0.21 0.31
C 1.3947 -4.1789 -0.1310 -0.11 0.09 -0.07
C 2.4705 -1.0594 4.8476 -0.13 -0.18 0.66
C -5.1272 -3.4132 1.9593 0.03 0.08 -0.05
H 2.2480 -3.7768 -0.6612 0.09 -0.01 -0.04
H -6.1942 -1.5407 -0.6561 -0.08 0.03 -0.08
H -4.0340 4.0890 -1.8026 -0.01 0.03 -0.12
O -2.6993 -0.0084 -0.9717 -0.03 0.14 -0.12
C -1.5792 2.1226 2.7842 -0.80 0.78 0.57
C -4.7034 4.4908 0.1908 -0.16 0.07 0.00
C 0.9221 7.8044 -0.0950 0.02 0.05 0.04
H -4.6212 -0.2215 -1.5205 0.08 0.02 0.04
C 3.7004 4.2409 -5.5314 0.18 0.05 -0.05
H -3.7129 -0.9019 -4.5390 -0.03 0.11 -0.04
H 1.7464 -3.1109 -5.9818 0.00 0.10 0.01
C -3.3778 -1.7522 -3.9634 -0.07 -0.04 -0.11
H 1.2446 -8.9906 -0.3839 0.01 -0.04 0.05
C -2.5014 -3.9340 -2.4911 -0.09 0.15 -0.01
H -1.9659 -3.8795 0.0473 -0.04 -0.02 0.01
C -3.7468 -3.9537 -3.0963 -0.08 -0.19 0.03
C -0.2169 -7.9960 -1.5990 0.13 -0.31 0.28
H 0.7256 2.7188 -0.8283 0.08 0.14 0.12
H 2.4285 8.4723 -1.4581 0.02 0.02 -0.04
H 4.6678 0.0969 4.0759 0.03 -0.01 0.11
C 1.9526 -6.4609 -5.5951 -0.07 0.10 0.17
H 2.6943 -5.7554 -2.7628 0.06 0.08 0.01
H 4.1388 -5.9248 -8.1193 0.03 0.00 -0.04
C -0.2170 5.7922 -0.7288 -0.19 -0.22 -0.02
C 1.5596 -5.1490 -5.3235 -0.22 -0.05 -0.28
C -0.7630 -5.0923 1.3218 -0.05 -0.13 0.14
H 4.5373 2.5236 -1.4237 0.21 -0.05 0.17
C -1.6961 -2.8037 -2.5870 0.03 0.14 0.22
C 1.8721 -6.3706 -2.4243 -0.26 -0.05 -0.12
Ge 0.3268 4.0349 -2.9938 0.03 0.97 -0.51
H 6.6015 0.3552 4.5792 -0.07 -0.02 0.05
H -5.1600 -2.8928 -4.3070 -0.07 0.01 0.01
C 1.0612 -8.2000 -1.0981 -0.23 -0.02 -0.09
C -4.1888 -2.8671 -3.8316 -0.03 0.03 -0.07
H -4.0059 2.4139 -5.2793 0.01 -0.06 0.00
N 9.2250 2.0793 3.4231 0.31 0.15 -0.02
H -2.0870 2.7357 -1.0887 0.04 -0.05 -0.10
H -2.1622 -4.7985 -1.9399 0.00 -0.03 0.07
C -3.8564 -2.9391 2.0698 0.17 -0.13 0.09
C 7.5283 1.9211 1.7358 -0.21 -0.11 -0.07
C 1.4752 6.6796 -2.1429 0.07 -0.09 -0.33
H 1.0106 -2.5438 -3.9884 0.08 -0.03 0.10
C 2.8325 4.3019 -4.4575 0.06 0.13 0.20
H 5.5029 1.3383 0.0647 0.02 0.02 -0.09
C -5.9810 -2.8758 0.9880 -0.16 0.08 -0.25
C -1.5702 4.1900 -3.7164 0.70 -0.36 0.59
H -0.9642 5.0376 -0.5159 -0.04 0.01 0.10
C 2.9956 1.0557 -0.8132 -0.58 0.53 -1.08
C 4.8383 1.0069 0.8444 -0.40 0.14 -0.78
C 1.3147 1.2660 -2.3382 0.91 -0.10 -0.18
H 3.1018 -7.5552 -1.1436 0.06 0.02 0.05
C -3.4151 3.5270 1.9351 0.17 -0.18 -0.06
C -2.7498 3.1890 -0.3666 0.06 -0.10 0.11
H 4.7663 4.3481 -5.3768 0.02 -0.02 0.05
C 1.4616 4.1518 -4.6273 -0.27 -0.01 0.45
Cl -7.6313 -3.4460 0.9021 -0.25 -0.12 -0.04
H 1.9604 -3.5549 -2.8967 -0.03 0.09 -0.05
C -3.5628 5.5187 -4.0402 -0.16 0.15 -0.14
H -4.3808 -4.8241 -2.9910 -0.02 -0.06 0.00
C -3.8015 -0.4980 -0.8121 -0.39 0.34 -0.46
H -0.7512 -2.1228 3.2965 -0.14 -0.02 0.07

# 4
15
Properties=species:S:1:pos:R:3:forces:R:3 method="wB97M-V/def2-TZVPD" mol_weight_g_mol=100.1 e_above_lowest_ev=3.893 multiplicity=1 orbital_gap_ev=8.59 energy_ev=-9302.5004 lumo_energy_ev=1.039
O -0.2687 0.9428 1.4165 0.03 -0.24 -0.68
C -0.7717 0.0298 0.5430 0.28 -0.23 0.18
C 0.5818 -0.1746 -1.6680 0.20 -0.06 -0.11
H 1.6164 -0.4021 -1.8882 0.08 -0.03 -0.16
H -2.5630 -0.3986 1.5120 0.09 -0.01 0.20
C 1.1652 1.1382 1.2866 0.29 0.20 0.11
H 0.1387 0.6314 -2.2491 0.20 0.05 0.17
H 1.7614 0.2304 1.5198 -0.75 0.31 0.00
H 1.5448 1.4901 0.3018 -0.84 -0.17 0.45
N -2.0867 -0.3528 0.6299 0.38 0.21 0.16
H 0.1907 -2.1658 -1.4933 -0.21 0.05 -0.01
H 1.3595 1.9184 2.0128 0.16 0.03 0.13
C 0.0434 -0.5200 -0.3667 -0.05 -0.26 -0.46
N -0.3696 -1.3127 -1.4941 -0.02 -0.23 -0.29
H -2.3421 -1.0546 -0.0629 0.15 0.39 0.30

# 5
48
Properties=species:S:1:pos:R:3:forces:R:3 method="wB97M-V/def2-TZVPD" mol_weight_g_mol=347.6 e_above_lowest_ev=0.000 multiplicity=1 orbital_gap_ev=8.40 smiles="Cc1cccc(C)c1NC(=S)N(CCN(C)C)Cc1cccs1" energy_ev=-45212.8362 lumo_energy_ev=0.577
H -0.2462 -0.2009 -2.2372 -0.12 -0.05 0.01
H -6.3832 0.0820 0.6357 -0.21 0.10 0.06
C -1.3191 1.8326 0.8852 0.05 -0.02 0.10
C 4.6047 -1.4519 -0.3933 -0.03 0.02 0.03
C 4.4727 0.4625 1.0328 0.03 -0.02 -0.03
C -2.0599 -2.1331 -0.2718 -0.02 -0.22 0.14
H 1.8702 2.2853 0.7694 -0.11 0.12 0.01
H -0.6124 2.3697 1.5149 0.03 0.00 0.06
H 1.4621 1.1399 2.0515 -0.11 0.03 0.05
C -4.6218 -0.3832 1.8556 -0.15 0.11 -0.02
N 1.1012 -0.3081 -0.2453 -0.11 0.25 -0.23
H -2.6356 -1.1793 2.3780 0.21 -0.05 0.12
H 0.1130 3.6683 -0.2920 0.03 0.06 -0.01
H -0.1514 3.1348 -1.9562 0.00 0.08 -0.03
H -1.8629 1.6179 -2.3082 -0.01 0.02 0.02
H 6.2872 -0.5856 0.6016 0.10 0.00 0.01
C 2.6045 -2.3983 -1.5489 0.06 -0.08 0.03
C -1.1970 -0.3132 -1.7057 -0.24 0.48 -0.25
H 2.8968 2.1629 2.2020 0.00 0.07 0.03
H 5.1897 -2.2245 -0.8708 0.05 -0.08 -0.07
H -1.3991 0.8079 1.2418 -0.03 0.00 0.09
H -2.7337 0.9891 -0.9070 0.03 0.07 -0.05
C 2.4860 -0.4046 0.0015 0.52 -0.12 0.09
C -5.4025 -0.3356 0.7479 -0.01 -0.05 -0.41
H -1.5069 3.7858 -1.0030 -0.04 0.02 -0.01
H -2.3035 2.3135 0.9797 -0.03 -0.01 -0.02
H 3.3503 -2.8332 -2.2097 0.04 0.01 -0.09
H 1.8219 -1.9383 -2.1509 -0.06 -0.02 -0.07
H -1.6409 -2.8597 0.4337 -0.18 0.11 -0.26
H -1.9133 -0.7927 -2.3805 0.07 -0.02 -0.02
H 0.7066 0.6181 -0.4204 -0.12 0.00 -0.09
C 5.2225 -0.5313 0.4301 0.06 0.00 0.03
N -0.8378 1.8273 -0.4861 -0.03 0.12 -0.08
C -1.7414 1.0827 -1.3629 0.09 -0.33 -0.12
N -0.9971 -1.1947 -0.5777 0.35 0.14 -0.07
H -2.3583 -2.6558 -1.1875 0.11 0.00 0.04
H -4.9150 0.0200 2.8083 -0.09 0.07 0.15
C 0.2123 -1.2899 0.0401 -0.17 -0.22 0.20
C 3.1043 0.5364 0.8306 -0.15 -0.08 -0.04
S -4.6451 -1.0755 -0.6076 0.26 -0.03 0.62
C -0.5928 3.1772 -0.9611 0.04 0.00 -0.02
H 4.9524 1.1841 1.6783 0.02 0.08 0.07
S 0.5720 -2.5167 1.0978 0.28 -0.40 0.55
C -3.3854 -1.0269 1.6221 0.09 -0.18 -0.19
C 3.2375 -1.4006 -0.6301 -0.04 0.07 -0.06
H 2.1489 -3.2018 -0.9692 -0.05 -0.03 -0.06
C 2.2860 1.5955 1.5044 0.04 -0.08 -0.01
C -3.2404 -1.4582 0.3399 -0.47 0.04 -0.23

# 6
18
Properties=species:S:1:pos:R:3:forces:R:3 method="wB97M-V/def2-TZVPD" mol_weight_g_mol=256.0 e_above_lowest_ev=1.232 multiplicity=1 orbital_gap_ev=9.29 total_charge=+2 energy_ev=-12195.2386 lumo_energy_ev=-6.442
O -0.4205 -1.0071 0.2088 0.08 -0.21 0.50
Li -0.2691 -2.6454 1.0812 -0.14 0.23 -0.20
O 1.0286 0.7376 0.1954 -0.47 0.28 0.07
H 3.6292 1.2756 0.0426 -0.07 -0.07 0.30
H -1.7310 0.4924 -1.1097 2.45 1.15 1.30
H 2.3245 -0.8610 0.3345 -0.02 0.15 0.17
H -3.3008 -2.0626 -2.5097 0.18 0.67 0.16
C 2.0837 0.0403 0.9120 -0.02 -0.49 0.22
C -4.9101 -1.4020 -1.1438 2.72 -0.23 0.29
H -5.5004 -1.4464 -0.2379 -0.33 0.36 -0.71
O -0.8606 0.9733 -0.7445 -3.27 -0.87 -1.47
Cs -0.1622 4.2578 -1.3422 0.01 0.09 -0.03
H 1.6909 -0.2249 1.9018 0.09 -0.03 -0.20
C 3.2670 0.9635 1.0307 0.11 0.13 0.09
H 3.0165 1.8397 1.6431 0.08 -0.18 -0.23
H 4.0733 0.4266 1.5465 -0.16 0.13 -0.18
C -0.1167 0.1492 -0.0533 1.16 -0.41 -0.34
C -3.8424 -1.5065 -1.7555 -2.41 -0.71 0.27